No. 1
# C14H38AlBr2Cl3N2O9PS2

A molecular structure, C14H38AlBr2Cl3N2O9PS2 in a non-equilibrium geometry (wB97M-V/def2-TZVPD, OMol25).

The energy is -251740.206 eV. As for the HOMO energy: -2.2 eV. As for the max |F|: 2.66 eV Å⁻¹. As for the gap between HOMO and LUMO: 1.282 eV.

Geometry as ORCA input:
```
! RIJCOSX wB97M-V def2-TZVPD def2/J DEFGRID3
* xyz -1 1
O 2.064 0.297 -4.469
S 0.946 -0.581 -4.189
O -0.150 0.338 -3.419
C -0.297 -0.055 -2.041
C 0.379 0.933 -1.113
C 1.880 0.626 -0.996
C 2.518 1.151 0.278
O 3.523 0.155 0.679
O 0.167 -0.817 -5.577
P -0.354 0.439 -6.553
S -1.570 -0.263 -7.924
H 0.195 -1.021 -1.911
H -1.348 -0.173 -1.800
H -0.070 0.829 -0.124
H 0.223 1.970 -1.400
H 1.988 -0.461 -0.982
H 2.362 1.072 -1.862
H 1.814 1.309 1.086
H 3.048 2.076 0.071
H 3.901 0.403 1.539
H -0.865 1.411 -5.690
H 0.787 0.978 -7.149
Al 3.647 -1.891 0.900
Cl -1.214 4.025 3.514
C -2.109 2.710 2.713
C -1.702 1.361 3.235
Cl -0.016 0.974 2.741
H -1.948 2.798 1.644
H -3.166 2.883 2.898
H -2.344 0.592 2.811
H -1.754 1.298 4.318
Br -0.631 0.779 -10.136
C 3.509 -6.777 0.278
N 3.595 -5.314 0.494
O 3.843 -4.582 -0.444
O 3.410 -4.894 1.627
H 3.700 -7.008 -0.777
H 4.259 -7.240 0.912
H 2.507 -7.070 0.585
C -3.043 5.329 0.376
O -3.723 4.357 0.874
H -2.795 5.243 -0.718
H -3.577 6.431 0.465
H -2.094 5.594 0.888
Cl 5.256 -7.043 -2.361
C -0.748 -6.153 3.176
C 0.521 -6.970 3.198
O 0.953 -7.497 2.199
C 1.226 -7.098 4.525
H -1.154 -6.140 2.167
H -1.486 -6.587 3.852
H -0.539 -5.130 3.491
H 0.568 -7.569 5.256
H 1.512 -6.111 4.892
H 2.119 -7.705 4.404
N 4.154 -5.370 -4.680
H 3.932 -4.408 -4.435
H 4.675 -5.392 -5.554
H 4.729 -5.817 -3.901
H 3.294 -5.907 -4.777
Br -2.962 -2.734 -8.675
C -3.761 9.633 2.445
C -4.261 8.185 2.309
C -4.464 7.591 3.712
O -3.333 7.444 1.620
H -2.805 9.656 2.971
H -3.630 10.086 1.461
H -4.474 10.248 3.006
H -5.269 8.250 1.854
H -3.520 7.580 4.259
H -4.838 6.569 3.640
H -5.188 8.175 4.293
*
```

How is the electron density shared among the atoms? According to Mulliken, the charges in e are: -0.5405 0.5684 -0.2320 -1.0627 0.2046 -0.5127 0.1841 -0.3596 -0.1848 0.3256 -0.0961 0.4896 0.3595 0.0573 0.3014 0.0565 0.2412 -0.0958 0.2636 0.3540 0.0651 0.0847 0.4161 -0.1928 -0.2787 -0.5201 -0.2217 0.1326 0.3439 0.3197 0.4022 -0.5114 -0.3682 0.9169 -0.4912 -0.5436 0.0964 0.2709 0.1485 -0.1294 -0.5356 0.3141 0.2383 0.0983 -0.7747 -1.1510 0.9010 -0.5641 -1.1600 0.3086 0.3450 0.3083 0.3792 0.3158 0.2875 -0.3790 0.3357 0.3778 0.1017 0.3918 -0.8250 -1.4013 0.5990 -1.2914 -0.7027 0.3361 0.3155 0.3969 0.1941 0.2957 0.2786 0.4042



No. 2
# C14H38ClN2O6

5 unconnected molecules or ions with the total composition C14H38ClN2O6 in a non-equilibrium geometry (wB97M-V/def2-TZVPD, OMol25).

The energy is -42917.872 eV. As for the HOMO energy: -4.9 eV. As for the max |F|: 2.96 eV Å⁻¹. As for the gap between HOMO and LUMO: 7.741 eV. The energy relative to the best compared isomer or geometry (same formula, charge and spin) is 0.0 kcal/mol.

Geometry as ORCA input:
```
! RIJCOSX wB97M-V def2-TZVPD def2/J DEFGRID3
* xyz -1 1
Cl 1.970 0.553 -1.113
C -1.031 0.420 -5.963
O -1.669 1.007 -4.829
C -0.808 1.416 -3.773
C -1.733 1.666 -2.541
N -1.850 0.540 -1.576
C -2.584 -0.502 -2.166
C -3.943 -0.063 -2.648
O -4.654 0.418 -1.505
C -6.056 0.620 -1.754
H -0.558 1.108 -6.664
H -1.870 -0.012 -6.509
H -0.340 -0.394 -5.742
H -0.431 2.360 -4.168
H -0.049 0.664 -3.560
H -2.676 2.132 -2.827
H -1.170 2.393 -1.955
H -0.960 0.082 -1.444
H -2.603 -1.364 -1.499
H -2.094 -0.802 -3.093
H -4.474 -0.946 -3.002
H -4.023 0.720 -3.402
H -6.281 1.369 -0.994
H -6.674 -0.200 -1.388
H -6.388 0.829 -2.771
C -0.977 -4.875 1.522
O 0.015 -4.093 2.110
C 0.351 -4.385 3.493
C 1.363 -3.539 4.226
N 1.537 -2.242 3.563
C 2.123 -1.389 4.569
C 2.423 -0.082 3.813
O 3.094 -0.211 2.565
C 3.642 0.979 2.091
H -1.996 -4.645 1.832
H -0.797 -5.946 1.614
H -1.067 -4.588 0.474
H 0.973 -5.280 3.484
H -0.473 -4.666 4.149
H 2.387 -3.885 4.084
H 1.095 -3.509 5.282
H 0.591 -1.917 3.422
H 3.018 -1.706 5.105
H 1.364 -1.137 5.309
H 3.001 0.662 4.361
H 1.437 0.252 3.491
H 2.996 1.838 2.272
H 3.902 0.954 1.033
H 4.485 1.395 2.643
C 0.131 3.105 1.264
O -0.297 2.025 0.549
H 0.437 3.948 0.645
H -0.591 3.443 2.008
H 0.948 2.830 1.931
H 0.465 1.840 -0.004
C 4.848 3.661 -1.246
O 4.224 3.196 -0.084
H 5.569 2.963 -1.674
H 3.955 3.794 -1.857
H 5.283 4.594 -0.890
H 3.490 2.603 -0.261
*
```

How is the electron density shared among the atoms? According to Mulliken, the charges in e are: -0.8019 -0.8140 -0.2554 -0.3999 -1.0147 -0.1806 -0.6398 -0.6190 -0.3135 -0.8229 0.2848 0.2584 0.3327 0.4463 0.3792 0.3864 0.3086 0.1749 0.5113 0.2815 0.4455 0.3783 0.2671 0.2785 0.3174 -0.7889 -0.2461 -0.4682 -0.7398 -0.1594 -0.7493 -0.5410 -0.3274 -0.6484 0.3075 0.3108 0.2484 0.3116 0.4052 0.3702 0.2719 0.1575 0.4473 0.3853 0.4224 0.2258 0.1171 0.2584 0.4784 -0.5690 -0.1705 0.2876 0.3058 -0.0111 0.0438 -0.5548 -0.4491 0.2082 0.2639 0.1924 0.2141



No. 3
# C14H38FN3O4Pd

A molecular structure, C14H38FN3O4Pd in a non-equilibrium geometry (wB97M-V/def2-TZVPD, OMol25).

The energy is -33989.141 eV. As for the HOMO energy (alpha / beta): -6.8 / -6.9 eV. As for the max |F|: 2.05 eV Å⁻¹. The expectation value of S² is 2.00. As for the gap between HOMO and LUMO (alpha / beta): 7.555 / 7.635 eV. The energy relative to the best compared isomer or geometry (same formula, charge and spin) is 14.7 kcal/mol.

Geometry as ORCA input:
```
! RIJCOSX wB97M-V def2-TZVPD def2/J DEFGRID3
* xyz 0 3
Pd -0.444 0.667 -0.583
F 0.959 1.444 -2.141
C -2.151 -0.405 3.313
C -1.925 -0.904 1.881
O -1.774 0.180 1.033
H -2.113 -1.203 4.062
H -3.108 0.116 3.358
H -1.393 0.345 3.555
H -2.831 -1.468 1.578
H -1.031 -1.557 1.828
C 3.008 -0.869 1.159
C 2.090 0.151 1.806
C 2.854 1.037 2.801
O 1.906 1.852 3.457
C 2.417 3.047 3.994
N 1.382 0.975 0.800
H 2.398 -1.584 0.610
H 3.555 -1.417 1.925
H 3.696 -0.377 0.470
H 1.306 -0.323 2.405
H 3.583 1.650 2.258
H 3.355 0.417 3.549
H 2.948 3.654 3.254
H 3.036 2.824 4.869
H 1.571 3.647 4.334
H 2.117 1.370 0.206
H 1.070 1.774 1.359
C -1.759 -2.726 -1.427
C -0.312 -2.719 -0.952
C 0.493 -3.872 -1.539
O 1.698 -3.949 -0.809
C 2.591 -4.872 -1.374
N 0.363 -1.421 -1.276
H -1.864 -2.802 -2.518
H -2.290 -1.805 -1.181
H -2.318 -3.581 -1.045
H -0.373 -2.738 0.138
H 0.697 -3.641 -2.593
H -0.088 -4.801 -1.511
H 2.923 -4.503 -2.354
H 2.216 -5.887 -1.510
H 3.519 -4.933 -0.806
H 0.429 -1.331 -2.297
H 1.339 -1.711 -1.134
C -2.408 4.506 -1.344
C -2.141 3.033 -1.061
C -2.142 2.256 -2.387
O -2.005 0.842 -2.139
C -2.084 0.138 -3.353
N -0.851 2.857 -0.361
H -3.366 4.562 -1.878
H -1.664 4.910 -2.034
H -2.549 5.110 -0.452
H -2.902 2.650 -0.380
H -1.389 2.695 -3.045
H -3.119 2.368 -2.862
H -2.157 0.768 -4.241
H -2.891 -0.597 -3.442
H -1.188 -0.472 -3.505
H -0.804 3.423 0.481
H -0.084 3.199 -0.947
*
```

How is the electron density shared among the atoms? According to Mulliken, the charges in e are: 0.4598 -0.7580 -1.3380 0.0074 -0.6028 0.3652 0.3533 0.2099 0.2580 -0.0171 -1.3115 0.4415 -1.0038 -0.2585 -0.7961 -0.0317 0.1492 0.4751 0.3689 0.0250 0.4008 0.4335 0.3312 0.3021 0.2434 0.2716 0.2909 -1.8316 0.9307 -0.9250 -0.2201 -0.8567 0.2214 0.3808 0.2787 0.4668 -0.0236 0.3675 0.4853 0.3570 0.3077 0.2552 0.1497 0.0230 -1.5197 0.3035 -1.0214 -0.2049 -0.9227 -0.3081 0.3932 0.3695 0.4096 0.2411 0.4736 0.5778 0.4783 0.2807 0.2145 0.2694 0.3292